[1]
A 6-piece molecular cluster, C32H81N5O11 overall at a distorted geometry, computed with ωB97M-V/def2-TZVPD.

largest force on an atom	14.34	eV/A
orbital gap	8.9	eV
net charge	0
relative energy (zero: lowest compared OMol25 entry of this formula, charge and spin)	256.48	kcal per mole
E_HOMO	-8.20	eV
SMILES	COCCNCCOC.COCCNCCOC.COCCNCCOC.COCCNCCOC.COCCNCCOC.CCO
electronic energy	-64451.87143	eV

Element x y z (Å)
C 17.8042 -6.4579 -18.1024
O 17.1816 -6.0059 -16.8857
C 17.7957 -4.8906 -16.3995
C 17.2594 -4.4433 -15.1120
N 17.8735 -3.1954 -14.6518
C 17.2512 -2.8406 -13.3412
C 18.0821 -3.3864 -12.1859
O 17.9010 -3.2475 -10.9623
C 16.8114 -2.4685 -10.6171
H 17.4725 -7.4287 -18.3580
H 18.8721 -6.2809 -18.0958
H 17.4180 -5.8813 -18.9023
H 17.8375 -3.9922 -17.1044
H 18.8232 -5.2083 -16.2588
H 17.4425 -5.2806 -14.5082
H 16.1068 -4.3631 -15.1323
H 18.8802 -3.2559 -14.4717
H 16.2028 -3.2020 -13.3105
H 17.1023 -1.7582 -13.1699
H 19.1469 -3.1695 -12.2548
H 18.1417 -4.4620 -12.2562
H 16.6167 -2.6825 -9.5139
H 15.8546 -2.6694 -11.0226
H 17.0235 -1.4011 -10.6849
C 17.7837 -11.1671 -14.6983
O 16.6851 -10.2857 -14.8716
C 16.7001 -9.4769 -15.9985
C 15.3009 -8.6968 -15.7741
N 15.1574 -7.8155 -16.9401
C 13.9487 -7.0478 -16.8786
C 13.7204 -6.1176 -18.0376
O 12.7589 -5.4279 -18.1242
C 11.8421 -5.7954 -19.1353
H 17.5760 -12.0381 -15.3171
H 17.7816 -11.4356 -13.7135
H 18.6772 -10.5492 -14.8644
H 16.6852 -10.1732 -16.8928
H 17.5278 -8.7601 -16.1067
H 15.3662 -8.1901 -14.7896
H 14.3724 -9.3041 -15.7385
H 15.9603 -7.1331 -16.8766
H 13.8056 -6.5342 -15.9582
H 13.2655 -7.8333 -16.9168
H 14.1834 -6.5344 -18.8877
H 14.5557 -5.4723 -17.8648
H 11.2145 -6.6153 -18.7345
H 12.3198 -6.1003 -20.0561
H 11.2014 -4.9570 -19.3912
C 23.8669 -4.9995 -10.5058
O 23.5080 -6.3623 -10.2504
C 22.1930 -6.6218 -10.6892
C 21.9596 -8.1083 -10.7549
N 20.6236 -8.5141 -11.1086
C 20.2373 -9.9159 -10.9796
C 18.8191 -10.1506 -11.2880
O 18.2616 -11.2835 -11.2949
C 18.4306 -11.9991 -10.1127
H 24.7162 -4.7293 -9.8361
H 23.1364 -4.4217 -9.9280
H 23.8979 -4.7456 -11.6226
H 22.0641 -6.1792 -11.6545
H 21.4009 -6.2473 -9.9716
H 22.1928 -8.4603 -9.7738
H 22.7197 -8.6288 -11.3148
H 19.9280 -7.9972 -10.4957
H 20.4006 -10.3523 -10.0194
H 20.9022 -10.4581 -11.6151
H 18.5449 -9.8162 -12.2764
H 18.2316 -9.4439 -10.6604
H 19.3052 -12.5458 -10.1668
H 17.6863 -12.7340 -9.8576
H 18.4883 -11.3225 -9.3045
C 21.0717 -3.0380 -15.1353
O 21.1897 -3.1925 -13.7703
C 21.5967 -2.0811 -13.0488
C 21.9663 -2.5282 -11.6187
N 21.4487 -1.5914 -10.6384
C 21.4360 -1.9663 -9.2275
C 20.3355 -2.9421 -8.9247
O 19.9589 -3.0597 -7.7410
C 18.8430 -3.8571 -7.4732
H 20.8607 -4.0058 -15.5291
H 21.9881 -2.5644 -15.5915
H 20.2656 -2.3710 -15.2207
H 20.6570 -1.5920 -13.0072
H 22.3145 -1.5106 -13.6065
H 23.0655 -2.6177 -11.5646
H 21.5897 -3.5312 -11.5327
H 22.0337 -0.7227 -10.7141
H 21.2574 -1.1122 -8.5670
H 22.3898 -2.4081 -8.9703
H 20.4197 -3.9546 -9.4413
H 19.5068 -2.5263 -9.4443
H 19.1412 -4.8676 -7.5701
H 18.1170 -3.8006 -8.3371
H 18.4405 -3.7738 -6.4191
C 18.3981 -9.4326 -1.9667
O 18.4876 -8.7522 -3.1382
C 19.6972 -8.9648 -3.8484
C 19.2126 -8.5329 -5.2402
N 20.3334 -8.2432 -6.1683
C 19.9860 -8.5232 -7.5549
C 19.4336 -7.2907 -8.1817
O 19.0221 -7.4746 -9.3084
C 18.5775 -6.4171 -10.1214
H 18.7523 -8.7804 -1.1442
H 18.8950 -10.4011 -2.1555
H 17.3545 -9.5415 -1.6761
H 20.0642 -10.0002 -3.9964
H 20.5588 -8.3521 -3.4439
H 18.6160 -7.6420 -5.3363
H 18.4745 -9.2789 -5.5642
H 20.7887 -7.3259 -5.9933
H 19.4022 -9.3332 -7.8060
H 20.7838 -8.6625 -8.2613
H 20.2951 -6.6086 -8.2636
H 18.6458 -6.8967 -7.4990
H 18.0878 -6.7534 -11.0329
H 19.3195 -5.8399 -10.5930
H 18.0451 -5.5710 -9.7036
C 20.0175 -6.4216 -13.7809
C 19.1987 -7.4087 -14.3867
O 17.8995 -7.5109 -13.7436
H 19.6199 -5.3908 -13.9638
H 21.0745 -6.3160 -13.9816
H 19.8466 -6.4345 -12.6724
H 19.6441 -8.3900 -14.0578
H 19.0542 -7.3438 -15.4545
H 17.4877 -8.3239 -14.0377



[2]
A 11-piece molecular cluster, C32H83BN7O18 overall at a distorted geometry, computed with ωB97M-V/def2-TZVPD.

largest force on an atom	5.95	eV/A
orbital gap (alpha / beta)	7.3 / 1.5	eV
net charge	0
E_HOMO (alpha / beta)	-8.58 / -8.58	eV
<S²>	0.758
multiplicity	2
electronic energy	-82485.13696	eV

Element x y z (Å)
O 6.9164 -10.4059 -5.4883
C 5.9890 -9.6567 -5.5835
O 5.2106 -9.6076 -6.6534
B 4.2155 -8.5156 -6.5610
O 4.4598 -7.9715 -5.2500
C 5.4702 -8.4726 -4.6450
O 5.9599 -8.1454 -3.6064
O 2.8547 -9.0479 -6.7744
C 2.3853 -8.4496 -7.9155
O 1.3104 -8.6642 -8.4590
C 3.3987 -7.4371 -8.3397
O 4.4591 -7.6178 -7.6513
O 3.2835 -6.7998 -9.4184
C -3.4670 -12.3862 -6.6074
C -2.2219 -12.7473 -5.7977
C -1.3921 -11.5844 -5.2788
O -0.5921 -10.9746 -6.2888
C 0.4822 -11.7011 -6.9372
N -2.7246 -13.5589 -4.7007
H -3.4250 -11.3138 -6.7979
H -4.4588 -12.3416 -6.1575
H -3.5044 -13.0742 -7.4519
H -1.6652 -13.3753 -6.4932
H -0.8576 -11.8973 -4.3818
H -2.0510 -10.7822 -4.9466
H 1.2663 -11.0491 -7.3222
H 0.0261 -12.2740 -7.7446
H 1.0154 -12.3002 -6.1990
H -3.2165 -12.9554 -4.0574
H -2.0340 -14.1011 -4.2015
C 11.3699 -7.7465 -8.4328
C 11.0974 -6.4502 -9.1595
C 9.6224 -5.9746 -8.9560
O 8.6581 -6.7295 -9.7103
C 7.3079 -6.4969 -9.3262
N 12.0521 -5.4987 -8.6918
H 11.0775 -7.7309 -7.3829
H 12.4105 -8.0506 -8.5462
H 10.9180 -8.5403 -9.0276
H 11.2902 -6.5808 -10.2243
H 9.5809 -4.9424 -9.3036
H 9.2548 -5.8472 -7.9378
H 6.7361 -7.2373 -9.8856
H 7.0272 -5.5031 -9.6748
H 7.0672 -6.6601 -8.2757
H 11.5802 -4.6095 -8.6099
H 12.7029 -5.3545 -9.4505
C 4.1616 -12.4242 -9.0573
C 5.5340 -13.0435 -8.8070
C 6.6247 -12.3086 -9.5251
O 7.8547 -12.7704 -9.0807
C 8.9264 -11.8710 -8.7471
N 5.8375 -13.0041 -7.3776
H 3.3800 -13.0880 -8.6876
H 3.8922 -12.2972 -10.1059
H 3.9923 -11.4866 -8.5278
H 5.4130 -14.0672 -9.1614
H 6.6522 -11.2702 -9.1949
H 6.6238 -12.3934 -10.6118
H 9.1637 -11.0618 -9.4377
H 9.8411 -12.2921 -8.3299
H 8.5902 -11.3490 -7.8512
H 6.7327 -13.4594 -7.4840
H 6.1571 -12.0677 -7.1749
C 10.3922 -16.7648 -7.3337
C 10.5030 -15.2449 -7.0401
C 9.5838 -14.7820 -5.8895
O 9.7448 -13.3811 -5.7864
C 8.9677 -12.6621 -4.8231
N 11.8737 -15.0602 -6.5997
H 10.4424 -17.3044 -6.3880
H 11.0348 -17.2287 -8.0821
H 9.3440 -16.8545 -7.6186
H 10.2465 -14.6868 -7.9406
H 9.7156 -15.3090 -4.9445
H 8.6380 -15.0366 -6.3679
H 7.9397 -12.7905 -5.1618
H 9.1862 -11.5943 -4.8142
H 9.1748 -12.9107 -3.7822
H 11.9676 -15.3027 -5.6237
H 12.1055 -14.0772 -6.5931
C 0.1979 -8.7552 -2.8439
C 1.1106 -9.7756 -2.1749
C 2.0814 -10.4560 -3.1838
O 2.8253 -11.3603 -2.3842
C 4.2477 -11.2996 -2.6702
N 1.7792 -9.3477 -1.0266
H -0.4070 -9.0324 -3.7072
H 0.7906 -8.0435 -3.4186
H -0.3900 -8.1188 -2.1825
H 0.4500 -10.5971 -1.8978
H 2.7423 -9.8100 -3.7618
H 1.5371 -11.0585 -3.9110
H 4.6851 -10.4664 -2.1201
H 4.5153 -11.4804 -3.7112
H 4.5116 -12.2341 -2.1751
H 2.5507 -9.9830 -0.8808
H 1.2829 -9.5966 -0.1829
C 4.5022 -3.9609 -3.4055
C 3.1191 -4.4542 -3.9333
C 3.0827 -4.5175 -5.5260
O 2.8828 -3.2564 -6.0011
C 2.6319 -3.2055 -7.4216
N 2.9978 -5.8189 -3.4912
H 4.9144 -3.0165 -3.7609
H 5.3234 -4.4931 -3.8856
H 4.5359 -4.1381 -2.3306
H 2.3653 -3.7436 -3.5945
H 2.2904 -5.1990 -5.8357
H 3.9534 -4.8673 -6.0807
H 3.5853 -3.3844 -7.9186
H 2.3633 -2.1496 -7.4559
H 1.7954 -3.7844 -7.8131
H 3.4578 -6.3682 -4.2032
H 3.7252 -5.9689 -2.8067
C 6.4317 -1.3462 -11.1813
C 5.4588 -1.4970 -12.3003
C 4.0364 -2.0150 -11.9341
O 4.0608 -3.3236 -11.3374
C 2.7871 -3.9825 -11.3200
N 5.3509 -0.0718 -12.8061
H 6.6134 -2.2598 -10.6153
H 5.9154 -0.6054 -10.5707
H 7.3982 -0.9181 -11.4471
H 5.8282 -2.1676 -13.0762
H 3.4642 -1.8863 -12.8529
H 3.6957 -1.2683 -11.2169
H 2.7780 -4.6143 -10.4319
H 2.5022 -4.5993 -12.1724
H 1.9374 -3.3427 -11.0814
H 5.5725 0.3693 -11.9249
H 4.4199 0.3041 -12.9157
O -1.4565 -9.0214 -8.0166
H -0.9977 -9.7885 -7.6741
H -0.7588 -8.4106 -8.2539
O 6.0097 -6.4141 -1.2024
H 6.1420 -6.8960 -2.0187
H 5.1637 -6.7213 -0.8767
O 5.0299 -5.6194 -12.1073
H 4.7318 -4.7372 -11.8857
H 4.6501 -6.1784 -11.4294



[3]
A 10-piece molecular cluster, C32H84F6O36P8 overall at a distorted geometry, computed with ωB97M-V/def2-TZVPD.

largest force on an atom	6.20	eV/A
orbital gap	3.5	eV
net charge	-2
relative energy (zero: lowest compared OMol25 entry of this formula, charge and spin)	63.29	kcal per mole
E_HOMO	-0.79	eV
electronic energy	-198882.07745	eV

Element x y z (Å)
C -11.1600 22.2685 -28.8369
O -10.9016 23.4816 -28.1389
O -10.0690 22.2175 -29.7780
C -11.2288 21.0570 -27.7411
F -12.4210 21.1657 -27.1414
F -11.4489 19.8676 -28.2589
F -10.2504 20.8885 -26.8660
C -11.9899 24.0958 -27.4449
C -11.6257 25.4720 -26.9099
H -11.1084 26.0373 -27.6851
H -12.5179 26.0518 -26.6733
H -11.0174 25.2434 -26.0348
H -12.3578 23.4443 -26.6522
H -12.8729 24.2542 -28.0640
H -12.0818 22.2912 -29.4183
C -5.8485 24.4954 -25.5804
O -5.8194 23.5522 -26.6768
O -6.4733 25.5746 -26.2164
C -6.3519 23.9062 -24.1480
F -5.3995 23.0369 -23.6842
F -6.5464 24.8942 -23.2356
F -7.4996 23.3038 -24.2005
C -5.0928 22.3128 -26.5069
C -4.9677 21.7897 -27.8960
H -4.4618 20.8263 -27.8337
H -5.9617 21.6524 -28.3218
H -4.2970 22.3917 -28.5090
H -5.6120 21.6063 -25.8592
H -4.0994 22.4624 -26.0837
H -4.8169 24.7746 -25.3657
C -9.0953 15.5902 -24.2594
O -7.7985 15.9177 -24.7156
P -6.4099 15.5364 -23.9532
O -5.2436 15.9552 -24.7220
O -6.4396 16.2175 -22.5008
C -6.7405 17.5959 -22.3042
O -6.5168 13.9441 -23.7013
C -6.4210 13.0518 -24.8123
H -9.0745 15.2475 -23.2249
H -9.4893 14.7173 -24.7800
H -9.8486 16.3560 -24.4444
H -6.9146 18.1003 -23.2546
H -5.8979 17.9887 -21.7351
H -7.6758 17.7842 -21.7771
H -5.3882 12.7193 -24.7077
H -6.5567 13.4549 -25.8159
H -7.1184 12.2205 -24.7089
C -0.0874 25.0673 -30.8368
O -0.0554 26.2758 -30.1591
P -1.3640 27.3068 -30.1355
O -2.6908 26.6752 -30.0408
O -0.9611 28.3265 -28.9481
C -0.7817 27.7533 -27.6558
O -1.1297 28.2547 -31.3698
C 0.1552 28.5903 -31.8782
H -0.0040 24.2503 -30.1200
H 0.8122 25.0908 -31.4518
H -1.0142 24.8218 -31.3553
H 0.2485 27.6798 -27.3074
H -1.1881 26.7549 -27.4941
H -1.1965 28.5187 -27.0000
H 0.2690 28.3405 -32.9331
H 0.9718 28.0983 -31.3500
H 0.2247 29.6752 -31.7991
C -9.3222 31.2720 -26.3875
O -9.2195 32.2045 -27.4357
P -8.1365 32.0139 -28.5823
O -7.9655 30.6613 -29.2144
O -6.7531 32.6253 -27.9236
C -5.7513 31.6964 -27.5978
O -8.4861 33.2123 -29.6653
C -9.5961 33.0774 -30.5118
H -9.1398 31.8424 -25.4767
H -8.5790 30.4776 -26.4562
H -10.2839 30.8198 -26.1451
H -6.2144 30.7896 -27.2088
H -5.1285 32.1998 -26.8583
H -5.2723 31.3032 -28.4945
H -10.1500 32.1527 -30.3496
H -9.2623 33.0365 -31.5486
H -10.3242 33.8881 -30.4844
C -3.1367 24.0488 -14.7458
O -2.8770 24.2451 -16.1508
P -3.2010 25.7233 -16.7485
O -4.6435 26.0868 -16.4900
O -2.6672 25.5424 -18.2490
C -2.9878 26.4512 -19.2445
O -2.1471 26.6905 -16.0379
C -0.8039 26.9039 -16.4213
H -3.7157 23.1365 -14.6025
H -3.8290 24.7561 -14.2890
H -2.2120 23.9646 -14.1750
H -2.2785 27.2777 -19.2001
H -3.9769 26.9055 -19.1868
H -2.8525 25.9375 -20.1963
H -0.5097 27.9238 -16.1734
H -0.5857 26.7419 -17.4769
H -0.1408 26.2588 -15.8448
C -6.3985 13.9398 -31.1507
O -5.5769 12.9608 -31.7546
P -4.0806 13.4084 -32.2939
O -4.0906 14.7085 -32.9850
O -3.5361 12.1253 -33.1763
C -3.0585 12.3372 -34.4857
O -3.1476 13.2734 -30.9575
C -2.8048 14.4100 -30.0915
H -5.9542 14.9296 -31.0465
H -6.8080 13.6557 -30.1813
H -7.3158 13.9814 -31.7380
H -2.2864 11.5873 -34.6578
H -2.5660 13.2929 -34.6650
H -3.8336 12.1727 -35.2342
H -3.0040 14.1172 -29.0606
H -3.3050 15.3322 -30.3870
H -1.7503 14.6800 -30.0365
C -5.3450 31.3174 -15.8740
O -6.4702 32.1524 -15.8899
P -7.2374 32.3898 -17.3077
O -6.5708 33.1512 -18.3755
O -7.6275 30.8339 -17.6523
C -8.1957 30.6077 -18.9354
O -8.6713 32.9894 -16.7976
C -8.7534 34.2531 -16.1510
H -4.4412 31.8805 -16.1067
H -5.3674 30.5493 -16.6470
H -5.2857 30.6633 -15.0041
H -8.5892 31.4535 -19.4994
H -8.9520 29.8228 -18.9430
H -7.4350 30.1501 -19.5679
H -7.8676 34.8773 -16.2685
H -9.0864 34.2579 -15.1131
H -9.5923 34.8403 -16.5246
C -1.6879 20.3220 -34.5290
O -2.4485 21.2118 -33.7014
P -3.7154 21.9992 -34.3425
O -4.3962 22.9790 -33.4744
O -4.7141 20.8875 -34.9152
C -5.2898 20.0123 -33.9872
O -3.0766 22.6847 -35.6813
C -2.1291 23.6985 -35.4944
H -2.0932 20.1015 -35.5166
H -1.5870 19.3389 -34.0691
H -0.6814 20.7114 -34.6818
H -5.5271 19.0007 -34.3165
H -6.2573 20.4430 -33.7290
H -4.7531 19.8067 -33.0611
H -1.1768 23.2373 -35.7561
H -2.0308 24.0494 -34.4671
H -2.3312 24.5184 -36.1837
C -12.4550 21.4732 -20.3869
O -13.2846 20.7235 -19.5097
P -14.9376 20.9044 -19.6096
O -15.4487 22.2399 -19.5078
O -15.2584 20.0268 -20.9659
C -14.6997 18.7678 -21.1722
O -15.5819 19.8831 -18.4664
C -15.0948 19.9361 -17.1253
H -11.6972 22.0877 -19.9010
H -12.9793 21.9713 -21.2024
H -11.8662 20.7683 -20.9740
H -14.1508 18.6563 -22.1072
H -15.3508 17.8960 -21.2376
H -13.9681 18.5306 -20.3998
H -15.8719 20.4091 -16.5249
H -14.2514 20.6248 -17.0773
H -14.8180 18.9580 -16.7318